C24H48B2CrF8O18 as an isolated structure in a non-equilibrium geometry, computed with ωB97M-V/def2-TZVPD.

The total energy comes out at -114046.080 eV. The calculation puts the HOMO energy (alpha / beta) at -10.191 / -10.191 eV. The expectation value of S² is 6.0033. Its charge is 0. Its LUMO energy (alpha / beta) is -1.03 / -0.49 eV. The orbital gap (alpha / beta) comes out at 0.3365 / 0.3564 Eh. Its spin multiplicity is 5. The value obtained for the molecular weight is 850.23 u.

Cartesian coordinates (Å):
1 Cr 2.4939 1.8065 -0.7464
2 F 1.4940 3.7426 -0.8423
3 F 0.9054 -0.2305 1.7672
4 F 1.5268 4.2018 -2.9993
5 F 0.9600 1.6979 0.6286
6 F 2.8754 5.3631 -1.6653
7 F -0.5550 0.0377 0.0832
8 F 3.1571 3.2233 -2.1699
9 F 1.6919 -0.1875 -0.3520
10 O 2.6614 -3.8248 0.7307
11 O 1.2639 2.9296 4.4560
12 O -1.9204 -1.3933 4.0844
13 O -4.2373 -3.9650 -2.3062
14 O -6.0188 -2.5300 -2.8068
15 O 4.6782 -1.4160 -2.8881
16 O 1.1802 -4.4960 2.3892
17 O -4.2850 -1.7429 -1.7319
18 O -3.4210 -2.9282 3.5802
19 O 2.5352 -2.8115 2.8281
20 O -0.4503 0.7458 -3.7493
21 O 1.3391 1.3695 -4.9036
22 O 5.6715 0.3408 -3.1214
23 O 3.9892 0.3902 -1.5856
24 O 0.3241 4.7988 5.1140
25 O 1.5014 1.1352 -2.5896
26 O 2.0982 4.9030 3.6427
27 O -3.5565 -0.8617 2.6350
28 C -4.8167 -2.8412 -2.3690
29 C -7.5862 -3.1151 -4.5979
30 C -4.5240 -3.6368 3.0019
31 C -0.8690 -4.7321 0.9832
32 C 2.1608 -3.7427 1.8653
33 C -3.3207 -1.9563 -0.7105
34 C 3.5093 -2.1958 -2.4664
35 C 0.8252 1.0590 -3.6188
36 C -1.3037 -0.1776 3.9132
37 C 0.0106 6.1751 4.9270
38 C 3.5406 -1.7957 2.6011
39 C -1.3732 0.7800 -2.7019
40 C 5.8558 1.7384 -3.3197
41 C 6.8796 1.9517 -4.3908
42 C 4.7135 -0.1676 -2.4319
43 C -1.5663 6.3468 4.9552
44 C -1.6497 0.7826 5.0976
45 C 1.9666 2.1372 3.5227
46 C -2.9866 -1.6783 3.3045
47 C -2.2542 1.9637 -2.7725
48 C -6.8357 -3.5608 -3.3969
49 C 0.4215 -5.3940 1.5613
50 C 1.2896 4.2484 4.3708
51 C 2.6695 1.5796 -5.1000
52 B 2.2786 4.1769 -1.9044
53 B 0.7229 0.2978 0.5401
54 H 1.6549 2.4634 2.5304
55 H -0.7683 -3.7224 0.5853
56 H 3.0554 2.1525 3.5694
57 H -1.4860 0.3014 2.9512
58 H -3.7478 -2.5525 0.0959
59 H -7.4860 -3.9743 -2.6260
60 H 2.6087 -2.2914 -3.0728
61 H 6.4844 2.0493 -5.4019
62 H -1.5879 2.8217 -2.6824
63 H 4.4572 -2.3375 2.3679
64 H -4.3922 -3.8672 1.9447
65 H 3.7563 -1.2284 3.5065
66 H -3.0141 -1.0518 -0.1851
67 H 2.9212 1.5621 -6.1604
68 H 3.2816 0.7838 -4.6756
69 H 3.1665 -1.9684 -1.4570
70 H -1.7208 0.4370 6.1289
71 H 1.0215 -5.7597 0.7280
72 H 0.5391 6.6722 5.7404
73 H -6.2109 -4.3925 -3.7223
74 H 0.4266 6.6419 4.0342
75 H -2.8671 1.8367 -1.8802
76 H -5.4350 -3.0427 3.0742
77 H 0.1355 -6.2482 2.1750
78 H -1.8751 -0.1875 -2.7087
79 H -8.3934 -3.7885 -4.8860
80 H -0.2250 -0.2678 4.0410
81 H 1.6925 1.0851 3.6000
82 H -2.7491 2.0526 -3.7396
83 H -8.1345 -2.1989 -4.3786
84 H -2.6426 1.1525 4.8422
85 H 7.6049 2.7453 -4.2115
86 H -1.9102 6.1493 5.9705
87 H 7.5031 1.0749 -4.5656
88 H -1.8351 7.3538 4.6361
89 H 4.9742 2.3709 -3.4233
90 H -6.9154 -2.8738 -5.4224
91 H -2.1231 5.6848 4.2921
92 H -4.7085 -4.6121 3.4524
93 H 3.2321 -1.0857 1.8338
94 H 3.9063 -3.2091 -2.4059
95 H -0.9161 1.5888 5.0844
96 H 6.4407 2.1251 -2.4852
97 H -2.4478 -2.4988 -1.0736
98 H 3.0416 2.5157 -4.6837
99 H -0.9077 0.9199 -1.7263
100 H -1.4644 -5.2878 0.2588
101 H -1.6007 -4.6352 1.7853

Löwdin atomic charge list, values in e, 2 entries: Cr 1.15; F 0.14

C24H48Cu3O25S5 as an isolated structure in a non-equilibrium geometry, computed with ωB97M-V/def2-TZVPD.

The total energy comes out at -264925.101 eV. The calculation puts the HOMO energy (alpha / beta) at -8.626 / -8.494 eV. The expectation value of S² is 3.7855. Its charge is 0. Its LUMO energy (alpha / beta) is -4.22 / -4.21 eV. The orbital gap (alpha / beta) comes out at 0.1620 / 0.1572 Eh. Its spin multiplicity is 4. The value obtained for the molecular weight is 1087.60 u.

Cartesian coordinates (Å):
1 Cu -2.9346 -0.3217 13.9270
2 Cu 0.9123 -4.3931 10.0599
3 Cu 5.4790 -3.4446 16.6256
4 S -3.5351 -1.0879 9.8371
5 S -8.5506 -4.3590 21.7007
6 S 5.0659 -6.7687 12.4775
7 S -0.7751 -9.2082 19.0940
8 S 0.4579 -2.4327 14.8469
9 O -2.2795 -9.2673 19.0677
10 O -4.4717 -0.8901 8.7511
11 O -0.0873 -8.7299 17.7486
12 O -0.8324 -2.4779 15.5617
13 O -2.3713 -1.9136 9.4968
14 O -0.0684 -10.3565 19.6330
15 O 0.4886 -3.4607 13.8365
16 O 3.0658 -0.9410 8.6489
17 O -0.3208 -7.8241 19.8447
18 O 6.3215 -7.1616 11.9130
19 O 4.8674 -7.8533 13.4036
20 O 0.3830 -1.1829 14.0741
21 O -1.1258 3.2087 16.3388
22 O -4.1173 -1.7877 10.9514
23 O -7.4304 -4.4335 22.8907
24 O 4.8231 -1.8105 20.5367
25 O -3.0378 0.0916 10.5067
26 O -9.5457 -3.3322 21.9463
27 O -7.4474 -3.7604 20.6375
28 O 5.2038 -5.5254 13.2700
29 O 1.6006 -2.4333 15.7787
30 O 4.0515 -6.4967 11.4074
31 O -1.8871 -7.9867 10.7046
32 O -8.9659 -5.7509 21.4394
33 O 7.2286 0.1752 14.6598
34 C 8.5861 0.5184 14.5837
35 C 4.8798 0.1414 7.9104
36 C -6.1318 -4.6845 22.3880
37 C 5.8768 -1.5832 21.3960
38 C -6.2048 -4.4164 20.8772
39 C 0.8560 -7.2391 19.2118
40 C -3.1994 -8.1119 10.2145
41 C 3.6022 -1.4272 21.1895
42 C 7.3973 2.6006 14.4984
43 C -1.8657 -8.6865 11.9819
44 C 0.5186 4.9441 16.2209
45 C 5.2956 -1.7516 22.8300
46 C 0.2333 4.7989 17.7120
47 C 3.8032 -1.9832 22.6661
48 C 4.4741 -1.1156 8.5939
49 C 6.5508 1.4085 14.9837
50 C -0.6605 4.2107 15.4668
51 C 8.6432 1.9530 14.0682
52 C 3.9088 1.2601 8.1784
53 C 2.6200 0.5078 8.5653
54 C -2.7040 -9.9073 11.7543
55 C -0.8748 3.7068 17.7306
56 C 1.1601 -8.1610 18.0374
57 C -3.7788 -9.3605 10.8286
58 H 1.4049 4.3621 15.9683
59 H 4.6082 -1.9650 7.9241
60 H 0.6447 -6.2534 18.7972
61 H -0.3868 3.7546 14.5154
62 H 9.5592 2.4346 14.4104
63 H -6.2729 -5.3377 20.2986
64 H 7.4924 3.3330 15.3001
65 H 0.6564 5.9942 15.9631
66 H -5.3915 -4.0033 22.8076
67 H 8.7381 1.8636 12.9860
68 H -3.2280 -8.1122 9.1249
69 H 6.7393 -2.2173 21.1906
70 H 9.0340 0.3598 15.5647
71 H 6.1816 -0.5367 21.3904
72 H 6.8321 2.9705 13.6428
73 H -4.0613 -10.0819 10.0619
74 H 4.8962 -0.1720 6.8666
75 H -2.1893 -10.6048 11.0934
76 H 3.2396 -1.6518 23.5382
77 H 5.4301 -0.8110 23.3642
78 H 0.1087 5.7725 18.1860
79 H 4.1377 2.0158 8.9298
80 H 1.1115 4.3886 18.2105
81 H -5.3759 -3.8948 20.3986
82 H 1.6774 -7.1935 19.9268
83 H -1.7659 4.0431 18.2607
84 H 1.8481 0.6246 7.8046
85 H 1.3585 -7.4204 17.2627
86 H -0.4950 2.8338 18.2613
87 H 3.7514 1.8185 7.2556
88 H -3.0657 -10.4875 12.6032
89 H 1.9678 -8.8914 18.0851
90 H -3.8400 -7.2550 10.4228
91 H 3.6844 -3.0587 22.5349
92 H 9.0143 -0.2550 13.9461
93 H -0.8646 -8.9785 12.2990
94 H 2.6864 -1.8105 20.7394
95 H 5.5618 1.3100 14.5360
96 H -5.8508 -5.7178 22.5920
97 H 4.8872 -1.3293 9.5796
98 H -4.7411 -9.1387 11.2898
99 H 2.4068 0.9387 9.5435
100 H -2.1601 -8.0328 12.8029
101 H 6.4764 1.4033 16.0711
102 H -1.4412 4.8793 15.1042
103 H 3.5402 -0.3840 20.8794
104 H 5.7579 -2.6700 23.1917
105 H 5.9215 0.3784 8.1265

Löwdin atomic charge list, values in e, 2 entries: Cu 0.88; Cu 0.94

C24H48F6LiO18P as an isolated structure in a non-equilibrium geometry, computed with ωB97M-V/def2-TZVPD.

The total energy comes out at -88329.585 eV. The calculation puts the HOMO energy at -10.188 eV. Its charge is 0. Its LUMO energy is 0.16 eV. The orbital gap comes out at 0.3802 Eh. Its spin multiplicity is 1. The value obtained for the molecular weight is 776.53 u.

Cartesian coordinates (Å):
1 P 2.7565 -14.4211 -11.0059
2 F 2.1974 -15.0937 -12.3687
3 F 1.4453 -14.9334 -10.2056
4 F 3.4608 -15.7945 -10.5254
5 F 1.9977 -13.0102 -11.3991
6 F 3.2801 -13.6907 -9.6427
7 F 4.1074 -13.9478 -11.7158
8 O 1.7038 -8.6837 -8.5861
9 O 2.7317 -10.5242 -9.3302
10 O 1.3689 -21.3148 -13.1414
11 O 7.5209 -12.7456 -11.2456
12 O 3.1746 -8.7201 -13.6147
13 O -3.6869 -14.6040 -11.6210
14 O 3.6323 -10.3289 -12.1412
15 O 0.4797 -10.3655 -9.0499
16 O 2.6425 -21.0332 -11.2900
17 O -4.1144 -12.7648 -12.8562
18 O -2.0751 -13.2446 -12.4315
19 O 3.9973 -16.8939 -4.0732
20 O 4.0787 -10.5104 -14.3405
21 O 4.9378 -17.9134 -5.7908
22 O 5.6883 -11.6264 -10.5545
23 O 5.9911 -16.2140 -4.8785
24 O 2.3544 -19.4426 -12.8321
25 O 7.5248 -10.6199 -11.4109
26 C 1.1437 -8.4445 -12.3016
27 C 0.6241 -22.4077 -12.6116
28 C -5.5240 -12.8948 -12.6197
29 C 3.2050 -18.5231 -12.1776
30 C -1.0355 -14.0725 -11.8884
31 C 0.1687 -11.6583 -9.6245
32 C -3.3327 -13.6346 -12.2293
33 C 6.1165 -15.2564 -3.8182
34 C 1.7144 -9.9546 -8.9969
35 C 2.1534 -20.6325 -12.3172
36 C 6.7374 -8.7295 -10.0634
37 C 6.9379 -9.3255 -11.4710
38 C 2.5348 -7.8852 -12.6532
39 C 4.8973 -16.9625 -4.8469
40 C 4.7544 -11.7270 -14.1464
41 C 5.8677 -17.9413 -6.8563
42 C -0.3766 -21.9192 -11.5414
43 C 5.2430 -18.3604 -8.1485
44 C -6.1971 -11.7422 -13.3449
45 C 2.9318 -7.9757 -8.4103
46 C 6.7918 -11.6558 -11.0507
47 C 2.6799 -6.5340 -8.8705
48 C 3.6352 -9.8906 -13.2613
49 C 6.9649 -14.0115 -10.9050
50 Li 3.6972 -11.6344 -10.6376
51 H 2.9931 -18.5067 -11.1034
52 H 1.2168 -23.2475 -12.2516
53 H 0.0023 -22.8015 -13.4144
54 H 3.6532 -6.0407 -8.8696
55 H 3.1415 -17.4836 -12.4768
56 H 5.2685 -14.5754 -3.8823
57 H -5.9376 -13.8703 -12.8608
58 H 3.1906 -8.0426 -7.3530
59 H -0.1207 -13.5130 -12.0689
60 H 6.3313 -13.9144 -10.0245
61 H 6.0839 -9.4064 -9.5168
62 H 0.6241 -8.4601 -13.2603
63 H 5.9726 -9.3794 -11.9747
64 H -1.0413 -22.7809 -11.4369
65 H 7.5764 -8.6698 -12.0556
66 H 2.2069 -6.5539 -9.8461
67 H 4.6754 -17.5808 -8.6679
68 H -1.1138 -13.9835 -10.8041
69 H -7.2524 -11.7301 -13.0494
70 H 7.6614 -8.4562 -9.5624
71 H 6.1768 -7.7957 -10.1714
72 H 4.9586 -12.2266 -15.0890
73 H -6.1856 -11.7767 -14.4326
74 H 4.5575 -19.2024 -8.0532
75 H 5.7438 -11.6106 -13.6853
76 H -0.8618 -11.7947 -9.3023
77 H 7.0374 -14.7217 -4.0300
78 H 3.2157 -7.4541 -11.9148
79 H -0.9311 -21.0675 -11.9237
80 H 6.0333 -18.5770 -8.8712
81 H 4.2159 -18.9372 -12.2300
82 H -5.6729 -12.7071 -11.5536
83 H 4.2551 -12.4395 -13.4853
84 H 3.7280 -8.4205 -9.0085
85 H -0.9539 -15.0633 -12.3189
86 H -5.8573 -10.7630 -13.0071
87 H 6.1445 -15.7195 -2.8351
88 H 1.1479 -9.4726 -11.9448
89 H 2.3823 -6.9876 -13.2650
90 H 0.1354 -21.7314 -10.6018
91 H 0.2092 -11.6565 -10.7080
92 H 6.4634 -14.4649 -11.7556
93 H 6.6333 -18.6860 -6.6087
94 H 6.3852 -16.9876 -6.9841
95 H 7.7644 -14.6938 -10.6151
96 H 0.5985 -7.8022 -11.6141
97 H 2.0696 -6.0434 -8.1144
98 H 0.7737 -12.4319 -9.1588

Löwdin atomic charge list, values in e, 2 entries: P 0.18; F -0.14